(w)
Below is 2 unconnected molecules or ions with the total composition C3H6NO2, with properties calculated with ωB97M-V/def2-TZVPD.

The multiplicity is 1. Its gap between HOMO and LUMO is 0.300 Ha. The value obtained for the HOMO energy is -0.148 hartree. Its net charge is -1.

Each line ends with the Mulliken charge.
Cartesian coordinates (Å):
C1 -0.62466 -1.22993 0.49521  -0.668
C2 -0.97281 0.16267 0.45752  -0.012
N1 -2.36049 0.67692 0.24981  -0.569
H1 -1.37127 -2.01276 0.15292  0.130
H2 0.37303 -1.56383 0.76357  0.300
H3 -0.21941 0.98779 0.52597  0.320
H4 -2.99851 -0.07605 -0.18484  0.233
H5 -2.32312 1.40199 -0.49716  0.240
O1 2.05307 1.50046 -0.27423  -0.644
C3 2.63123 0.40040 -0.47643  -0.028
O2 2.41021 -0.76615 0.02674  -0.657
H6 3.40273 0.51847 -1.23909  0.354

=====

(x)
Below is a gas-phase ion, C3H6NO2 (charge -1), with properties calculated with ωB97M-V/def2-TZVPD.

The multiplicity is 1. The structure (SMILES) is O=CNCC[O-]. Its gap between HOMO and LUMO is 0.275 Ha. The value obtained for the HOMO energy is -0.117 hartree. Its net charge is -1.

Each line ends with the Mulliken charge.
Cartesian coordinates (Å):
O1 -2.14147 -1.80754 1.31197  -0.502
C1 -1.60628 -0.84290 0.81535  0.027
N1 -0.27982 -0.51141 0.76557  -0.339
C2 0.75859 -0.48745 -0.26696  -0.548
C3 0.89766 1.03071 -0.67360  -0.265
O2 0.53584 1.85117 0.31017  -0.873
H1 -2.26558 -0.09454 0.30107  0.304
H2 -0.26035 0.53190 0.98952  0.273
H3 0.52924 -1.09395 -1.14848  0.294
H4 1.65412 -0.79064 0.28119  0.235
H5 0.24943 1.11498 -1.59548  0.151
H6 1.92862 1.09966 -1.09032  0.243

=====

So which one wins? Going from most stable to least: (w), (x).

=====

(w)
Below is 2 unconnected molecules or ions with the total composition C3H6NO2, with properties calculated with ωB97M-V/def2-TZVPD.

The multiplicity is 1. Its gap between HOMO and LUMO is 0.286 Ha. The value obtained for the HOMO energy is -0.126 hartree. Its net charge is -1.

Each line ends with the Mulliken charge.
Cartesian coordinates (Å):
C1 -1.36003 -1.72523 0.42540  -0.826
C2 -0.94247 -0.60870 1.12102  -0.124
N1 -0.32416 0.37815 0.45103  -0.508
H1 -0.99949 -2.11593 -0.49551  0.268
H2 -2.26540 -2.33992 0.69379  0.197
H3 -1.13746 -0.49911 2.20245  0.301
H4 0.18797 1.04406 0.99985  0.231
H5 0.47565 0.00601 -0.19064  0.388
O1 1.43993 0.11468 -1.24405  -0.694
C3 1.54532 1.43319 -1.28533  0.075
O2 1.48430 2.34046 -0.42120  -0.621
H6 1.89584 1.97234 -2.25681  0.313

=====

(x)
Below is 2 unconnected molecules or ions with the total composition C3H6NO2, with properties calculated with ωB97M-V/def2-TZVPD.

The multiplicity is 1. Its gap between HOMO and LUMO is 0.319 Ha. The value obtained for the HOMO energy is -0.158 hartree. Its net charge is -1.

Each line ends with the Mulliken charge.
Cartesian coordinates (Å):
C1 -1.30944 -1.09750 1.78625  -0.659
C2 -1.12354 -0.05853 0.90579  -0.060
N1 0.04794 0.61367 0.65657  -0.506
H1 -0.67962 -1.29981 2.69132  0.274
H2 -2.12302 -1.83053 1.43429  0.180
H3 -1.85125 -0.04029 0.10679  0.284
H4 0.55389 0.10007 -0.13869  0.312
H5 0.05600 1.62655 0.80118  0.188
O1 1.54021 1.65135 -1.44222  -0.685
C3 1.62779 0.51827 -2.07493  0.086
O2 1.28916 -0.68375 -1.58981  -0.773
H6 1.97189 0.50050 -3.13654  0.360

=====

So which one wins? Going from most stable to least: (w), (x).

=====

(w)
Below is a gas-phase ion, C3H6NO2 (charge -1), with properties calculated with ωB97M-V/def2-TZVPD.

The multiplicity is 1. The structure (SMILES) is CC(=O)NC[O-]. Its gap between HOMO and LUMO is 0.279 Ha. The value obtained for the HOMO energy is -0.117 hartree. Its net charge is -1.

Each line ends with the Mulliken charge.
Cartesian coordinates (Å):
C1 -0.24557 -1.56314 -0.18713  -0.807
C2 -0.42350 -0.40803 0.78629  0.412
O1 -1.20895 -0.53505 1.73637  -0.731
N1 0.35066 0.66754 0.60622  -0.201
C3 0.98465 1.24461 -0.77956  -0.355
O2 0.56561 0.70337 -1.86082  -0.764
H1 -1.17080 -1.67298 -0.75757  0.192
H2 0.57885 -1.41042 -0.87513  0.317
H3 -0.12534 -2.46118 0.42032  0.280
H4 0.14487 1.42005 1.25191  0.272
H5 2.07184 1.15997 -0.52355  0.202
H6 0.72124 2.32780 -0.61751  0.185

=====

(x)
Below is a gas-phase ion, C3H6NO2 (charge -1), with properties calculated with ωB97M-V/def2-TZVPD.

The multiplicity is 1. The structure (SMILES) is O=CCNC[O-]. Its gap between HOMO and LUMO is 0.249 Ha. The value obtained for the HOMO energy is -0.102 hartree. Its net charge is -1.

Each line ends with the Mulliken charge.
Cartesian coordinates (Å):
O1 -0.68509 0.22869 2.95479  -0.543
C1 -0.03918 0.08391 1.94388  -0.013
C2 -0.64539 0.18790 0.52933  -0.247
N1 0.39309 0.54406 -0.38795  -0.464
C3 0.53062 -0.43271 -1.60525  -0.483
O2 -0.52358 -0.39559 -2.37959  -0.839
H1 1.05985 -0.05646 1.89073  0.371
H2 -1.45975 0.90510 0.62402  0.243
H3 -1.00126 -0.85560 0.45268  0.239
H4 0.16251 1.40321 -0.85181  0.236
H5 0.69429 -1.46338 -1.15150  0.236
H6 1.51389 -0.14911 -2.01933  0.263

=====

So which one wins? Going from most stable to least: (w), (x).

=====

(w)
Below is 2 unconnected molecules or ions with the total composition C3H6NO2, with properties calculated with ωB97M-V/def2-TZVPD.

The multiplicity is 1. Its gap between HOMO and LUMO is 0.309 Ha. The value obtained for the HOMO energy is -0.153 hartree. Its net charge is -1.

Each line ends with the Mulliken charge.
Cartesian coordinates (Å):
C1 2.16170 -0.31440 0.24531  -0.655
C2 0.38127 0.77639 -0.81607  0.278
N1 1.63681 0.63466 -0.68029  -0.607
H1 2.89866 0.16846 0.93867  0.233
H2 1.42274 -0.51194 0.96776  0.322
H3 2.68691 -1.18871 -0.23146  0.197
H4 -0.01197 1.46295 -1.60348  0.272
H5 -0.38655 0.16558 -0.34306  -0.033
O1 -2.53975 0.41704 -0.61304  -0.655
C3 -2.69563 -0.29382 0.39983  0.021
O2 -1.76828 -0.74200 1.17982  -0.719
H6 -3.78592 -0.57420 0.55603  0.346

=====

(x)
Below is a gas-phase ion, C3H6NO2 (charge -1), with properties calculated with ωB97M-V/def2-TZVPD.

The multiplicity is 1. The structure (SMILES) is CC(=O)NC[O-]. Its gap between HOMO and LUMO is 0.280 Ha. The value obtained for the HOMO energy is -0.127 hartree. Its net charge is -1.

Each line ends with the Mulliken charge.
Cartesian coordinates (Å):
C1 0.00344 -1.24343 1.54936  -0.988
C2 -0.38011 -0.71064 0.14370  0.580
O1 -1.15309 -1.38169 -0.54276  -0.692
N1 0.41383 0.25613 -0.32184  -0.358
C3 -0.08590 1.55922 -1.45083  -0.119
O2 0.51150 2.66379 -1.35898  -0.728
H1 0.81585 -1.96276 1.27611  0.192
H2 -0.77933 -1.79488 2.04119  0.313
H3 0.42684 -0.41569 2.08870  0.309
H4 1.23572 0.65699 0.10757  0.187
H5 0.15136 0.93941 -2.35110  0.176
H6 -1.16009 1.43354 -1.18114  0.129

=====

So which one wins? Going from most stable to least: (w), (x).

=====

(w)
Below is 3 unconnected molecules or ions with the total composition C6H12O, with properties calculated with ωB97M-V/def2-TZVPD.

The multiplicity is 1. The structure (SMILES) is OC1C=C1.[H][H].C=CC. Its gap between HOMO and LUMO is 0.384 Ha. The value obtained for the HOMO energy is -0.342 hartree.

Each line ends with the Mulliken charge.
Cartesian coordinates (Å):
O1 -1.17126 1.43192 -0.16141  -0.471
C1 -2.10322 0.47270 -0.56850  -0.169
C2 -1.72989 -0.89972 -0.98038  -0.345
C3 -2.37195 -0.80306 0.15108  -0.318
H1 -0.38657 0.97731 0.18304  0.199
H2 -2.91634 1.00725 -1.05909  0.367
H3 -1.27125 -1.53404 -1.72655  0.357
H4 -2.84138 -1.31799 0.97895  0.350
H5 -0.61453 1.79101 2.46423  0.111
H6 -1.11317 1.25917 2.32567  -0.114
C4 1.74122 0.12972 1.14196  -0.767
C5 1.52814 -0.65676 0.08861  0.009
C6 2.01941 -0.34503 -1.29370  -0.966
H7 1.48341 -0.17406 2.15237  0.303
H8 2.21464 1.10313 1.02293  0.253
H9 1.03038 -1.61728 0.22886  0.343
H10 2.87737 -0.99304 -1.50978  0.333
H11 2.35548 0.69392 -1.36630  0.284
H12 1.26952 -0.52516 -2.07199  0.242

=====

(x)
Below is a single C6H12O molecule, with properties calculated with ωB97M-V/def2-TZVPD.

The multiplicity is 1. The structure (SMILES) is CC1(O)CCCC1. Its gap between HOMO and LUMO is 0.407 Ha. The value obtained for the HOMO energy is -0.371 hartree.

Each line ends with the Mulliken charge.
Cartesian coordinates (Å):
C1 -0.77189 1.85675 -0.55284  -1.468
C2 -0.57782 0.36931 -0.21515  1.409
O1 -1.80305 -0.34561 -0.41185  -0.592
C3 0.55181 -0.30481 -1.02201  -1.053
C4 0.93089 -1.51336 -0.16689  -0.633
C5 0.97419 -0.90663 1.24065  -0.583
C6 -0.19897 0.09151 1.26190  -1.155
H1 -1.60629 1.98785 -1.25009  0.324
H2 0.11920 2.28614 -1.02305  0.327
H3 -1.00194 2.44791 0.33864  0.352
H4 -2.07899 -0.20115 -1.32626  0.379
H5 0.24153 -0.54941 -2.04586  0.423
H6 1.40883 0.37997 -1.09009  0.349
H7 0.13609 -2.26534 -0.22780  0.269
H8 1.87381 -1.98435 -0.46197  0.390
H9 1.92261 -0.37069 1.37362  0.282
H10 0.90956 -1.65291 2.03805  0.313
H11 0.05580 1.01001 1.79945  0.315
H12 -1.08536 -0.33519 1.74155  0.353

=====

(y)
Below is a single C6H12O molecule, with properties calculated with ωB97M-V/def2-TZVPD.

The multiplicity is 1. The structure (SMILES) is CCC(C=O)CC. Its gap between HOMO and LUMO is 0.396 Ha. The value obtained for the HOMO energy is -0.356 hartree.

Each line ends with the Mulliken charge.
Cartesian coordinates (Å):
C1 -2.43763 -0.76934 0.38853  -1.166
C2 -1.10718 -0.91102 -0.34807  -0.673
C3 -0.01226 0.02338 0.19646  0.511
C4 -0.36282 1.44241 -0.18226  -0.155
O1 -0.81582 2.27381 0.56760  -0.483
C5 1.37544 -0.33287 -0.35335  -0.704
C6 2.48483 0.63531 0.10725  -1.139
H1 -3.20768 -1.40246 -0.06306  0.358
H2 -2.33394 -1.06284 1.43919  0.302
H3 -2.79542 0.26577 0.37024  0.301
H4 -0.74756 -1.94592 -0.27867  0.360
H5 -1.24646 -0.70786 -1.42025  0.334
H6 -0.00616 -0.02227 1.29322  0.189
H7 -0.18790 1.68085 -1.25877  0.334
H8 1.32547 -0.36407 -1.45148  0.327
H9 1.60498 -1.35779 -0.04108  0.362
H10 3.32602 0.10719 0.56429  0.318
H11 2.11704 1.34526 0.85628  0.341
H12 2.88222 1.22248 -0.72559  0.283

=====

(z)
Below is a single C6H12O molecule, with properties calculated with ωB97M-V/def2-TZVPD.

The multiplicity is 1. The structure (SMILES) is C[C@@H]1C[C@@H]1[C@@H](C)O. Its gap between HOMO and LUMO is 0.404 Ha. The value obtained for the HOMO energy is -0.365 hartree.

Each line ends with the Mulliken charge.
Cartesian coordinates (Å):
C1 -1.79678 -1.06979 -0.01315  -1.277
C2 -1.49150 0.42315 0.12033  0.234
C3 -1.04296 1.19043 -1.07776  -0.795
C4 -0.02044 0.93347 0.01542  -0.395
C5 1.01016 -0.19784 0.17785  0.640
C6 2.52962 -0.14301 -0.06203  -1.471
O1 0.92623 -0.58523 1.55534  -0.585
H1 -1.57906 -1.44683 -1.01940  0.314
H2 -2.85129 -1.29894 0.18190  0.368
H3 -1.19947 -1.64890 0.69708  0.263
H4 -2.15542 0.93843 0.81549  0.426
H5 -1.02810 0.66411 -2.02959  0.238
H6 -1.41613 2.21085 -1.15938  0.266
H7 0.22580 1.80854 0.62436  0.288
H8 0.65220 -1.01213 -0.46459  0.079
H9 2.83131 0.05446 -1.09454  0.340
H10 2.87628 -1.15586 0.19023  0.344
H11 3.06088 0.53442 0.61540  0.330
H12 0.14799 -0.14638 1.92027  0.394

=====

So which one wins? Going from most stable to least: (x), (y), (z), (w).